DFT (ωB97M-V/def2-TZVPD) results for a single C9H6BrF3 molecule.

```
! wB97M-V def2-TZVPD RIJCOSX def2/J DEFGRID3
* xyz 0 1
F 1.347 -1.658 2.078
C 1.411 -2.163 0.840
C 0.692 -1.707 -0.179
F 0.783 -2.414 -1.327
C -0.207 -0.552 -0.248
C -1.466 -0.715 -0.817
C -2.330 0.359 -0.916
C -1.932 1.609 -0.472
C -0.670 1.789 0.064
C 0.197 0.713 0.192
C 1.580 0.923 0.722
F 1.767 2.197 1.136
Br 2.936 0.606 -0.703
H 2.058 -3.027 0.773
H -1.755 -1.690 -1.180
H -3.313 0.226 -1.343
H -2.602 2.450 -0.561
H -0.350 2.770 0.383
H 1.855 0.282 1.559
*
```

- SMILES: F/C=C(/F)c1ccccc1[C@H](F)Br
- Molecular weight: 251.05 g/mol
- HOMO-LUMO gap: 9.488 eV